This record from the Open Molecules 2025 dataset describes a molecular structure, C49H52N6ORuS in a non-equilibrium geometry. The level of theory is ωB97M-V/def2-TZVPD.

Properties
* HOMO-LUMO gap (alpha / beta): 6.8 / 6.7 eV
* relative energy (zero: lowest compared OMol25 entry of this formula, charge and spin): 0.0 kcal/mol
* net charge: +1
* energy: -2795.04038 Eh
* LUMO (alpha / beta): -3.02 / -3.15 eV
* multiplicity: 2
* HOMO (alpha / beta): -0.3618 / -0.3628 Ha

Structure (XYZ):
```
110
Properties=species:S:1:pos:R:3:lowdin_charge:R:1
Ru -0.2129 0.1085 0.1638 1.311
C -4.5201 0.1364 0.8708 -0.020
C -4.6138 0.1641 2.2566 -0.026
C -3.4628 0.0699 3.0152 0.015
C -2.2406 -0.0665 2.3730 -0.230
N -2.1639 -0.0976 1.0338 -0.001
C -3.2710 0.0106 0.3012 -0.104
C -0.9416 -0.1565 3.0091 -0.221
C -0.7348 -0.3274 4.3746 -0.020
C 0.5561 -0.3690 4.8777 -0.065
C 1.6400 -0.2503 4.0126 -0.062
C 1.4268 -0.1274 2.6430 -0.097
C 0.1364 -0.0765 2.1367 -0.224
H -5.3968 0.2172 0.2446 0.107
H -5.5767 0.2636 2.7396 0.119
H -3.5155 0.1142 4.0938 0.117
H -3.1354 -0.0137 -0.7683 0.089
H -1.5735 -0.4452 5.0501 0.114
H 0.7175 -0.5056 5.9385 0.110
H 2.6510 -0.2629 4.4002 0.110
H 2.2797 -0.0744 1.9766 0.059
C 0.2124 -4.3897 0.3898 -0.049
C -0.7560 -3.3050 0.8675 -0.378
C -1.1674 -3.5597 2.3196 -0.053
C -1.9384 -3.2372 -0.0773 -0.141
C -2.9061 -4.2297 0.0192 -0.027
C -3.9740 -4.2839 -0.8585 -0.051
C -4.0936 -3.3161 -1.8370 -0.031
C -3.1503 -2.3027 -1.9769 -0.147
C -3.4049 -1.2422 -3.0479 -0.384
C -3.2634 -1.8338 -4.4540 -0.051
C -4.7987 -0.6141 -2.9052 -0.052
C -2.0460 -2.2859 -1.1011 -0.177
N -1.0466 -1.2670 -1.2542 -0.031
C -0.4961 -1.0938 -2.4296 -0.083
C 0.4295 -0.0931 -2.6299 -0.354
C 1.1033 0.2884 -3.7828 0.001
C 1.9525 1.3180 -3.4066 -0.022
C 1.7935 1.5160 -2.0268 -0.237
N 0.8236 0.6936 -1.5564 -0.019
C 2.6497 2.4763 -1.2218 -0.527
C 4.1231 2.2247 -1.5681 -0.033
C 2.4741 2.2807 0.2782 -0.043
C 2.2882 3.9158 -1.6147 -0.025
H 1.0225 -4.5267 1.1084 0.072
H 0.6494 -4.1359 -0.5782 0.076
H -0.3112 -5.3418 0.2810 0.091
H -0.2274 -2.3531 0.8350 0.069
H -1.4279 -4.6081 2.4785 0.082
H -2.0271 -2.9518 2.6056 0.078
H -0.3390 -3.3194 2.9898 0.083
H -2.8128 -4.9869 0.7881 0.116
H -4.7035 -5.0795 -0.7838 0.110
H -4.9438 -3.3446 -2.5076 0.113
H -2.6732 -0.4404 -2.9411 0.107
H -3.9901 -2.6338 -4.6065 0.085
H -2.2709 -2.2537 -4.6245 0.072
H -3.4424 -1.0665 -5.2096 0.086
H -5.5838 -1.3405 -3.1177 0.082
H -4.9101 0.2090 -3.6133 0.088
H -4.9705 -0.2259 -1.9013 0.051
H -0.7264 -1.7665 -3.2516 0.140
H 0.9899 -0.1552 -4.7605 0.118
H 2.6362 1.8612 -4.0395 0.111
H 4.3838 1.1772 -1.4027 0.081
H 4.7623 2.8531 -0.9428 0.093
H 4.3363 2.4621 -2.6106 0.084
H 2.9097 1.3310 0.5955 0.051
H 1.4280 2.2787 0.5568 0.030
H 2.9737 3.0840 0.8253 0.101
H 2.4453 4.0735 -2.6824 0.089
H 2.9191 4.6239 -1.0702 0.092
H 1.2458 4.1311 -1.3890 0.059
N 0.8048 10.0196 4.0042 0.176
C 0.5079 9.0524 3.4613 -0.168
C 0.1515 7.8319 2.7764 -0.217
C -0.4970 7.8808 1.5487 -0.002
C -0.8174 6.7090 0.8858 0.006
C -0.4833 5.4857 1.4436 -0.162
C 0.1618 5.4313 2.6719 0.004
C 0.4742 6.6009 3.3382 -0.005
N -0.7939 4.2758 0.7447 0.019
C -1.2168 4.1635 -0.5707 -0.033
C -1.3460 2.8418 -0.8203 -0.092
N -1.0341 2.1319 0.3231 -0.028
C -0.7007 3.0236 1.2305 -0.127
H -0.7527 8.8358 1.1113 0.130
H -1.3371 6.7685 -0.0594 0.111
H 0.4335 4.4851 3.1179 0.111
H 0.9771 6.5624 4.2945 0.130
H -1.3763 5.0106 -1.2112 0.125
H -1.6597 2.3512 -1.7263 0.118
H -0.4142 2.7808 2.2399 0.138
C 4.3358 -1.4642 0.4877 -0.226
S 2.8517 -2.0878 -0.3132 0.890
O 2.7854 -1.4043 -1.6357 -0.501
C 3.5082 -3.7193 -0.6630 -0.409
C 3.7481 -4.6273 0.3621 -0.104
C 4.2591 -5.8768 0.0504 -0.069
C 4.5154 -6.2107 -1.2756 -0.072
C 4.2503 -5.3027 -2.2895 -0.061
C 3.7386 -4.0445 -1.9868 -0.066
H 5.1892 -1.6731 -0.1549 0.074
H 4.4505 -1.9458 1.4601 0.060
H 4.2069 -0.3888 0.6120 0.025
H 3.5443 -4.3625 1.3943 0.110
H 4.4539 -6.5911 0.8397 0.109
H 4.9203 -7.1855 -1.5157 0.108
H 4.4371 -5.5712 -3.3211 0.110
H 3.5247 -3.3129 -2.7549 0.106
```

This record from the Open Molecules 2025 dataset describes a molecular structure, C49H53Ge2N2O6P2Ti in a non-equilibrium geometry. The level of theory is ωB97M-V/def2-TZVPD.

Properties
* HOMO-LUMO gap (alpha / beta): 7.0 / 6.7 eV
* relative energy (zero: lowest compared OMol25 entry of this formula, charge and spin): 5.3 kcal/mol
* net charge: +1
* energy: -8145.60360 Eh
* LUMO (alpha / beta): -3.27 / -3.82 eV
* multiplicity: 3
* HOMO (alpha / beta): -0.3767 / -0.3866 Ha

Structure (XYZ):
```
115
Properties=species:S:1:pos:R:3:lowdin_charge:R:1
Ti -0.2150 0.1446 -0.0390 0.534
C -0.0628 -2.9913 1.5007 -0.361
C -0.4699 -2.1860 2.7397 -0.362
P -0.0680 -0.3863 2.5969 1.043
C -1.4705 0.4712 3.3856 -0.349
C -1.4972 1.8648 3.3038 -0.098
C -2.4970 2.5897 3.9348 -0.064
C -3.4846 1.9307 4.6553 -0.063
C -3.4596 0.5465 4.7553 -0.062
C -2.4546 -0.1794 4.1282 -0.083
C 1.2907 -0.1430 3.7765 -0.350
C 2.4880 0.4436 3.3864 -0.096
C 3.5185 0.6131 4.3055 -0.061
C 3.3507 0.1952 5.6159 -0.060
C 2.1486 -0.3796 6.0182 -0.061
C 1.1238 -0.5433 5.1041 -0.084
P -1.0440 -2.3776 0.0801 1.016
C -2.7218 -2.8668 0.5001 -0.375
C -3.7242 -1.8994 0.4995 -0.075
C -5.0293 -2.2433 0.8349 -0.058
C -5.3314 -3.5539 1.1673 -0.061
C -4.3335 -4.5248 1.1703 -0.060
C -3.0323 -4.1851 0.8383 -0.090
C -0.4856 -3.4070 -1.3065 -0.364
C -1.3654 -4.1730 -2.0644 -0.082
C -0.8987 -4.8933 -3.1581 -0.061
C 0.4447 -4.8541 -3.5009 -0.069
C 1.3255 -4.0768 -2.7591 -0.064
C 0.8582 -3.3484 -1.6757 -0.096
H -0.2447 -4.0552 1.6625 0.093
H 0.9955 -2.8772 1.2615 0.065
H -0.0009 -2.5869 3.6381 0.093
H -1.5484 -2.2765 2.8684 0.057
H -0.7159 2.3873 2.7651 0.104
H -2.4983 3.6712 3.8725 0.111
H -4.2657 2.4943 5.1488 0.111
H -4.2172 0.0276 5.3281 0.111
H -2.4563 -1.2565 4.2264 0.097
H 2.6226 0.7815 2.3675 0.064
H 4.4476 1.0745 3.9942 0.110
H 4.1525 0.3199 6.3318 0.112
H 2.0095 -0.6915 7.0451 0.112
H 0.1818 -0.9698 5.4345 0.109
H -3.4845 -0.8792 0.2328 0.075
H -5.8041 -1.4878 0.8319 0.110
H -6.3478 -3.8260 1.4215 0.112
H -4.5732 -5.5477 1.4290 0.112
H -2.2634 -4.9495 0.8352 0.114
H -2.4165 -4.2163 -1.8078 0.105
H -1.5898 -5.4888 -3.7401 0.112
H 0.8038 -5.4186 -4.3517 0.112
H 2.3733 -4.0284 -3.0275 0.114
H 1.5539 -2.7321 -1.1231 0.062
C -0.5308 -1.1984 -4.7838 -0.155
C -1.0853 -0.6003 -3.4875 -0.340
Ge 0.2312 0.5275 -2.5991 0.846
C -0.2754 2.3780 -2.9353 -0.347
C -0.1842 2.6438 -4.4429 -0.153
C 1.9881 0.2632 -3.3157 -0.247
C 2.9925 0.0539 -2.4647 -0.343
Ge 2.4205 0.1834 -0.6008 0.874
C 3.2134 -1.1980 0.5240 -0.368
C 4.6488 -1.0260 1.0399 -0.142
C 2.6211 2.0571 -0.0305 -0.356
C 3.9854 2.5637 0.4472 -0.142
C 4.4013 -0.1571 -2.9232 -0.224
C 4.6672 -0.5820 -4.2272 -0.041
C 5.9664 -0.7580 -4.6726 -0.071
C 7.0368 -0.5223 -3.8166 -0.080
C 6.7928 -0.1210 -2.5133 -0.068
C 5.4838 0.0505 -2.0765 -0.061
H -1.3016 -1.7628 -5.3144 0.076
H 0.2971 -1.8783 -4.5815 0.056
H -0.1637 -0.4331 -5.4711 0.064
H -1.4380 -1.3847 -2.8219 0.029
H -1.9392 0.0564 -3.6789 0.072
H 0.3807 3.0414 -2.3707 0.062
H -1.2964 2.5546 -2.5833 0.059
H 0.8224 2.4716 -4.8278 0.066
H -0.4428 3.6776 -4.6800 0.075
H -0.8650 2.0038 -5.0086 0.065
H 2.1789 0.3497 -4.3862 0.066
H 3.1345 -2.1219 -0.0521 0.050
H 2.5477 -1.3207 1.3807 0.011
H 5.3852 -1.2008 0.2580 0.057
H 4.8418 -1.7485 1.8358 0.081
H 4.8354 -0.0375 1.4553 0.046
H 1.8669 2.2804 0.7271 0.038
H 2.3030 2.5960 -0.9265 0.059
H 4.3394 2.0432 1.3362 0.043
H 3.9206 3.6227 0.7055 0.078
H 4.7565 2.4715 -0.3149 0.065
H 3.8457 -0.7970 -4.8988 0.105
H 6.1441 -1.0864 -5.6886 0.107
H 8.0525 -0.6596 -4.1644 0.106
H 7.6154 0.0539 -1.8314 0.108
H 5.3142 0.3668 -1.0570 0.069
O -0.6287 2.0446 0.2661 -0.120
C -1.8322 1.8395 -0.0500 -0.578
O -2.1454 0.6780 -0.4542 -0.119
C -2.8687 2.9055 0.0706 -0.092
C -4.1727 2.5813 -0.2533 0.094
C -5.1298 3.5651 -0.1230 -0.086
C -4.8369 4.8406 0.3006 0.102
C -3.5203 5.1093 0.6061 -0.089
C -2.5161 4.1712 0.5030 0.086
N -3.1713 6.4849 1.0791 -0.345
O -4.0852 7.2637 1.2059 0.111
O -2.0253 6.6631 1.4212 0.098
N -6.5495 3.2257 -0.4478 -0.344
O -6.7513 2.1161 -0.8870 0.095
O -7.3504 4.1264 -0.3898 0.113
H -4.4422 1.5924 -0.5943 0.137
H -5.6046 5.5954 0.3928 0.142
H -1.4952 4.4253 0.7536 0.143
```